Entry 1:
DFT (ωB97M-V/def2-TZVPD) results for a molecular structure, C20H24BrFIrN4SSi in a non-equilibrium geometry.

Output
- Energy above the lowest of the compared OMol25 structures with the same formula, charge and spin: 0.00 kJ/mol
- Charge: +1

Each line ends with the Mulliken charge.
Positions of all 53 atoms, in Å:
Ir -0.4140 -0.9637 0.2919  0.79
C -4.4161 0.3622 2.4395  -1.39
Si -3.3866 0.4635 0.8755  0.19
C -3.7841 2.0535 -0.0439  -1.16
C -3.9179 -0.9715 -0.1966  -0.97
N -1.6320 0.4032 1.1368  0.27
C -0.9483 1.1622 2.0876  0.20
C -1.4832 1.7960 3.2154  -0.40
C -0.6786 2.5430 4.0616  -0.90
C 0.6824 2.6882 3.8225  -0.50
C 1.2404 2.0964 2.6968  -1.04
C 0.4069 1.3775 1.8796  1.07
F 0.9273 0.7971 0.7264  -0.24
H -5.4040 -0.0202 2.1683  0.41
H -4.5714 1.3280 2.9203  0.40
H -3.9853 -0.3239 3.1718  0.39
H -4.8268 2.3416 0.1044  0.43
H -3.6345 1.9287 -1.1188  0.29
H -3.1669 2.8884 0.2984  0.37
H -4.9110 -0.7378 -0.5887  0.51
H -4.0027 -1.8977 0.3732  0.20
H -3.2615 -1.1403 -1.0535  0.20
H -2.5321 1.7000 3.4387  0.23
H -1.1240 3.0047 4.9324  0.44
H 1.3052 3.2530 4.5011  0.41
H 2.2897 2.1851 2.4510  0.48
C -0.9391 3.4060 -3.3390  -1.39
C -0.3612 2.0578 -3.0241  0.28
C 0.5391 1.4147 -3.8675  -0.33
C 1.0711 0.1734 -3.5378  -0.70
C 0.6429 -0.3773 -2.3561  0.36
Br 1.2722 -2.0293 -1.6398  -0.12
N -0.2420 0.1938 -1.5453  -0.15
C -0.7236 1.3968 -1.8557  -0.26
H -0.4457 3.8541 -4.1988  0.39
H -0.8300 4.0821 -2.4913  0.35
H -2.0037 3.3269 -3.5637  0.32
H 0.8431 1.8924 -4.7904  0.42
H 1.7953 -0.3276 -4.1626  0.47
H -1.4066 1.8237 -1.1348  0.60
C -3.5476 -5.8073 2.1801  -1.21
C -2.6974 -4.7723 1.5228  0.98
C -2.7695 -4.5618 0.1328  -0.94
C -2.0752 -3.5095 -0.4031  -0.14
N -1.2857 -2.7759 0.3938  -0.01
C -1.2127 -3.0858 1.7121  0.36
S -0.1338 -1.9035 2.3929  -0.35
N -1.9092 -4.0349 2.3042  -0.54
H -3.5236 -6.7446 1.6248  0.36
H -4.5843 -5.4634 2.1936  0.29
H -3.2199 -5.9710 3.2023  0.36
H -3.3684 -5.2025 -0.4969  0.39
H -2.0947 -3.2578 -1.4545  0.52

Entry 2:
DFT (ωB97M-V/def2-TZVPD) results for a molecular structure, C20H24BrLuN3Si in a non-equilibrium geometry.

Output
- Charge: +1

Each line ends with the Mulliken charge.
Positions of all 50 atoms, in Å:
Lu -0.0677 0.1492 -0.9100  0.86
C -2.1864 -1.3872 -3.5286  -1.54
C -1.7158 -2.1179 -2.3514  1.08
C -1.7467 -3.5178 -2.4502  -0.52
C -1.2748 -4.3397 -1.3995  -0.62
C -1.1649 -3.7017 -0.1557  -0.50
C -1.3573 -2.3468 -0.0452  0.62
N -1.3831 -1.5016 -1.1828  -0.18
C -1.4035 -1.5745 1.1205  0.45
C -1.5597 -2.0806 2.4647  -0.55
C -1.7904 -1.1131 3.4681  -0.76
C -1.5494 0.2541 3.2079  -0.90
C -1.1966 0.6482 1.8798  0.72
N -1.2254 -0.2453 0.9305  -0.22
C -0.7675 1.9576 1.4645  0.59
C -0.2801 2.9250 2.3815  -0.77
C -0.0272 4.1776 1.8093  -0.47
C -0.4008 4.5002 0.5233  -0.65
C -0.7303 3.4723 -0.3581  0.85
C -1.0131 3.7507 -1.8024  -1.01
N -0.8175 2.1988 0.0632  -0.32
H -3.2332 -1.6670 -3.7777  0.37
H -1.5818 -1.5212 -4.4047  0.39
H -2.2360 -0.3247 -3.3146  0.35
H -1.9329 -4.0186 -3.4336  0.36
H -1.1031 -5.4443 -1.4518  0.43
H -0.8144 -4.3076 0.7019  0.32
H -1.5885 -3.1995 2.6580  0.28
H -2.1122 -1.4893 4.3873  0.54
H -1.6532 0.9094 4.0339  0.50
H -0.0250 2.5690 3.4089  0.36
H 0.4317 4.9393 2.3441  0.54
H -0.2763 5.5256 0.1437  0.38
H -0.7374 2.9254 -2.4815  0.14
H -0.3645 4.6244 -2.0946  0.38
H -2.1253 4.0443 -1.9695  0.23
C 2.9829 0.8110 1.5423  -1.03
Si 2.6460 -0.1869 -0.0102  0.24
C 3.7685 0.1410 -1.3877  -1.00
C 2.8521 -1.9374 0.6012  -1.08
H 4.0628 0.9338 1.7554  0.37
H 2.4433 0.4359 2.4296  0.27
H 2.6487 1.8499 1.4009  0.24
H 3.4895 -0.4699 -2.2187  0.34
H 4.7577 -0.3038 -1.1620  0.32
H 3.9394 1.1986 -1.6830  0.29
H 2.3019 -2.1094 1.5481  0.27
H 3.9247 -2.1511 0.8127  0.34
H 2.4127 -2.6748 -0.0824  0.29
Br 0.7805 0.7906 -3.4254  -0.59

Entry 3:
DFT (ωB97M-V/def2-TZVPD) results for a molecular structure, C20H24BrNOP2Y in a non-equilibrium geometry.

Output
- Energy above the lowest of the compared OMol25 structures with the same formula, charge and spin: 0.00 kJ/mol
- Charge: +1

Each line ends with the Mulliken charge.
Positions of all 50 atoms, in Å:
C -1.3878 3.3796 -3.5921  -0.60
C -1.2567 2.0025 -3.2391  -0.16
C 0.0256 1.4147 -3.3114  0.72
C 1.1468 2.1769 -3.6691  0.15
C 1.0079 3.5363 -3.9460  -0.83
C -0.2688 4.0907 -3.9983  -0.71
C 2.4937 1.5669 -3.3410  0.19
C 2.5009 0.0937 -3.7411  -0.21
C 1.3357 -0.6118 -3.3570  1.06
C 1.3247 -2.0491 -3.3142  -0.15
C 2.5606 -2.7065 -3.5326  -0.63
C 3.6688 -2.0188 -3.9818  -0.85
C 3.6524 -0.6310 -4.1229  -0.98
H -2.3729 3.8637 -3.6676  0.41
H 1.8600 4.2016 -4.1400  0.41
H -0.3883 5.1515 -4.2292  0.37
H 3.3328 2.0500 -3.9530  0.81
H 2.6775 -3.7748 -3.3701  0.42
H 4.6234 -2.5457 -4.1139  0.36
H 4.5183 -0.1556 -4.5551  0.45
N 0.2370 0.0978 -2.8158  -0.55
Y 0.2060 0.0803 -0.5016  0.68
C -2.4178 1.1795 -2.7068  -1.05
H -2.3678 0.1561 -3.1320  0.33
H -3.3255 1.6560 -3.0032  0.67
C 0.1006 -2.7626 -2.8053  -1.14
H -0.8007 -2.3186 -3.2498  0.41
H 0.1955 -3.8140 -3.0561  0.64
P -2.3385 1.0445 -0.8787  0.93
P -0.1184 -2.6188 -0.9402  1.03
C 1.2508 -3.6263 -0.3270  -1.33
H 1.2463 -3.6553 0.7657  0.41
H 1.1606 -4.6525 -0.7014  0.40
H 2.2347 -3.2267 -0.6081  0.36
C -1.5672 -3.6021 -0.6548  -1.30
H -1.4010 -4.6441 -0.8740  0.41
H -1.8361 -3.5198 0.3893  0.41
H -2.4177 -3.2596 -1.2299  0.36
C -2.7140 2.7098 -0.2660  -1.23
H -3.7419 2.9518 -0.4976  0.41
H -2.5795 2.7562 0.8202  0.36
H -2.0433 3.4426 -0.7502  0.35
C -3.8204 0.0463 -0.4839  -1.19
H -3.8173 -0.1552 0.5989  0.36
H -4.7189 0.6127 -0.7500  0.42
H -3.7853 -0.8959 -1.0795  0.29
C 2.6087 1.8467 -1.6783  0.02
O 2.2234 1.0664 -0.7258  -0.52
H 3.3502 2.7619 -1.5879  0.33
Br -0.5706 0.0495 1.9779  -0.51

Here are the calculated HOMO energy numbers, same order: -10.4, -9.4, -10.3 (eV).
Here are the calculated frontier orbital gap numbers, same order: 7.0, 4.8, 6.2 (eV).